Entry 1:
This record from OMol25 describes 2 unconnected molecules or ions with the total composition C4H9NO at a distorted geometry. The level of theory is ωB97M-V/def2-TZVPD.

Output
- <S²>: 0.76
- Net charge: -1
- Maximum force: 0.140 Eh/bohr
- Relative energy (zero: lowest compared OMol25 entry of this formula, charge and spin): 35.04 kcal/mol
- Orbital gap (alpha / beta): 4.02 / 7.29 eV
- Spin multiplicity: 2
- DFT total energy: -7828.42569 eV

XYZ file:
```
15
C4H9NO, DFT ωB97M-V/def2-TZVPD
H -0.30 -2.41 1.53
N -0.05 -0.78 0.47
H -2.38 0.57 0.01
H -1.44 -0.99 1.89
H -1.53 0.56 -1.59
H 1.76 1.40 0.49
H 0.85 2.56 -0.50
C 0.84 1.54 0.00
H 2.35 -1.42 -0.15
O 2.28 -1.51 -1.03
H -1.49 1.99 -0.76
C -1.49 0.94 -0.59
C -0.58 -1.45 1.42
C -0.20 0.61 0.06
H 1.37 -1.61 -1.26
```

Formally, the Mulliken partial charges of the atoms, in units of the elementary charge, are as follows: H 0.322; N -0.272; H 0.229; H 0.262; H 0.210; H 0.246; H 0.212; C -1.110; H 0.294; O -0.668; H 0.351; C -0.989; C -0.949; C 0.539; H 0.323

***

Entry 2:
This record from OMol25 describes a molecular structure, AgH10O5 at a distorted geometry. The level of theory is ωB97M-V/def2-TZVPD.

Output
- Net charge: +1
- Maximum force: 0.041 Eh/bohr
- Relative energy (zero: lowest compared OMol25 entry of this formula, charge and spin): 11.92 kcal/mol
- Orbital gap: 9.72 eV
- DFT total energy: -14392.52180 eV

XYZ file:
```
16
AgH10O5, DFT ωB97M-V/def2-TZVPD
O 1.84 -0.81 1.62
O -1.55 0.97 -0.77
H -1.13 1.58 1.79
O -0.72 0.81 2.19
H -2.02 0.39 -1.35
H 0.70 1.76 -1.29
H 2.21 -1.25 2.37
H -1.76 1.86 -1.09
H -0.97 -1.84 -2.19
H 1.49 0.61 -1.87
O -0.76 -1.96 -1.24
H -0.42 -2.86 -1.23
H -0.39 1.11 3.01
Ag -0.13 -0.38 0.23
O 1.17 0.95 -1.07
H 2.42 -0.94 0.88
```

Formally, the Mulliken partial charges of the atoms, in units of the elementary charge, are as follows: O -0.492; O -0.458; H 0.321; O -0.492; H 0.275; H 0.317; H 0.278; H 0.292; H 0.316; H 0.311; O -0.485; H 0.274; H 0.287; Ag 0.445; O -0.518; H 0.330

***

Entry 3:
This record from OMol25 describes a molecular structure, C15H13N7O3Pt at a distorted geometry. The level of theory is ωB97M-V/def2-TZVPD.

Output
- <S²>: 2.01
- Net charge: 0
- Maximum force: 0.028 Eh/bohr
- Relative energy (zero: lowest compared OMol25 entry of this formula, charge and spin): 13.55 kcal/mol
- Orbital gap (alpha / beta): 7.78 / 6.71 eV
- Spin multiplicity: 3
- DFT total energy: -35581.68099 eV

XYZ file:
```
39
C15H13N7O3Pt, DFT ωB97M-V/def2-TZVPD
C 0.05 -0.04 4.66
C -0.13 -3.09 0.99
C 1.15 -0.20 5.45
N -0.92 -2.92 -0.99
H 3.50 -0.19 3.01
H -7.10 1.23 -0.55
N -0.44 -2.23 0.01
H -1.62 -5.94 -0.83
C 2.41 -0.26 4.86
C -1.15 0.20 2.57
O 1.69 0.13 1.36
N -0.41 -4.33 0.63
C -2.53 0.51 -0.51
C -3.82 0.64 -1.22
C -4.99 0.90 -0.50
H 3.30 -0.40 5.46
H -7.23 1.01 -3.02
N -1.32 0.59 1.36
H -1.87 -4.86 -2.11
C 0.13 0.08 3.26
H 0.27 -2.81 1.95
N -1.25 -5.19 -1.39
Pt 0.22 -0.02 0.01
C 1.42 0.03 2.64
H -2.04 -0.04 3.16
H -2.07 0.15 -2.82
C 2.53 -0.15 3.49
C -6.21 1.03 -1.13
C -5.15 0.64 -3.25
C -3.91 0.50 -2.62
C -6.28 0.90 -2.51
N -2.54 0.66 0.79
H -0.93 0.02 5.12
O -1.47 0.24 -1.22
H -5.18 0.54 -4.33
H -4.91 0.99 0.58
N -0.88 -4.15 -0.58
O -2.85 0.23 -3.41
H 1.05 -0.28 6.53
```

Formally, the Mulliken partial charges of the atoms, in units of the elementary charge, are as follows: C -0.783; C -0.171; C -0.643; N -0.666; H 0.418; H 0.383; N 0.027; H 0.291; C -0.432; C -0.349; O -0.810; N -0.893; C 1.078; C 0.364; C -0.392; H 0.365; H 0.370; N -0.149; H 0.301; C 0.923; H 0.531; N -0.544; Pt 0.829; C 0.572; H 0.350; H 0.399; C -0.424; C -0.736; C -0.677; C 0.278; C -0.330; N -0.610; H 0.325; O -1.003; H 0.435; H 0.440; N 1.226; O -0.691; H 0.397

***

Entry 4:
This record from OMol25 describes a molecular structure, C41H29AsCrN8 at a distorted geometry. The level of theory is ωB97M-V/def2-TZVPD.

Output
- <S²>: 6.16
- Net charge: 0
- Maximum force: 0.034 Eh/bohr
- Orbital gap (alpha / beta): 5.27 / 4.63 eV
- Spin multiplicity: 5
- DFT total energy: -144172.75618 eV

XYZ file:
```
80
C41H29AsCrN8, DFT ωB97M-V/def2-TZVPD
H 4.50 5.40 0.05
H -5.11 -5.95 -0.67
H 0.04 3.92 -4.80
H 5.58 -5.28 0.78
H -3.36 0.22 1.75
N 1.18 -1.93 -0.30
H 1.42 -6.10 0.16
H -1.44 5.03 4.54
C -2.96 1.42 -5.09
C -1.08 -0.65 3.71
C -4.64 -5.01 -0.90
N -1.34 -1.80 -1.30
H -2.58 1.38 0.67
N -0.85 0.74 -2.19
C -5.40 -4.00 -1.50
C -1.39 -3.07 -0.79
C -0.79 3.24 -4.87
C 2.61 2.73 -0.67
H 2.37 4.82 -1.10
C 2.99 4.06 -0.64
C -4.83 -2.79 -1.85
C 0.83 -3.26 -0.18
C 4.60 2.06 0.55
As -0.82 -0.06 1.82
H -1.42 3.91 -6.80
C 0.71 1.85 4.54
C 0.38 1.52 2.10
C -0.84 4.13 4.54
C -0.63 3.44 3.36
N 1.54 0.70 -0.93
H -1.29 0.19 4.37
H 5.93 3.66 0.99
C -1.98 0.46 -2.90
H -0.19 -1.17 4.06
N -2.83 -0.51 -2.64
H 0.94 2.18 6.64
N 0.68 2.56 -2.16
H 1.34 0.97 4.54
H -2.71 -5.59 -0.14
H 0.25 2.14 1.21
C 2.71 0.48 -0.25
H -1.91 -1.35 3.75
H -3.78 0.73 -5.17
C -3.48 -2.60 -1.58
C -1.04 2.30 -3.88
H -6.44 -4.17 -1.70
C 3.07 -3.12 0.23
C 2.51 -1.81 0.00
C -2.73 -3.60 -0.93
C -3.30 -4.82 -0.60
C 3.40 1.73 -0.05
C 3.53 -5.81 0.51
C 2.01 -4.04 0.13
C 4.37 -3.54 0.46
C 1.50 2.03 -1.27
C -2.69 2.35 -6.09
N 3.19 -0.69 0.10
C 0.15 2.29 3.35
N -0.37 -3.76 -0.31
H -5.40 -2.00 -2.33
H 3.74 -6.86 0.63
H -2.61 1.68 2.43
H 1.41 1.13 2.09
C -1.62 3.23 -5.98
H 5.21 1.28 0.99
H -0.46 4.22 6.65
C -2.53 0.91 1.65
C -2.11 1.39 -4.00
C 4.18 4.38 -0.01
Cr 0.09 -0.54 -1.09
C -2.56 -1.52 -1.84
C -0.29 3.68 5.73
C -0.31 1.89 -2.69
H 5.18 -2.83 0.51
C 2.23 -5.40 0.26
C 4.99 3.39 0.56
C 0.49 2.54 5.72
H -3.29 2.37 -6.98
C 4.58 -4.90 0.60
H -1.04 3.82 2.44
```

Formally, the Mulliken partial charges of the atoms, in units of the elementary charge, are as follows: H 0.424; H 0.411; H 0.521; H 0.407; H 0.420; N 0.523; H 0.550; H 0.386; C -0.396; C -1.377; C -0.637; N 0.622; H 0.290; N 0.294; C -0.588; C -0.269; C -0.350; C 0.873; H 0.537; C -0.600; C -0.275; C -0.453; C -0.266; As 0.699; H 0.400; C -0.329; C -0.731; C -0.727; C -0.184; N 0.650; H 0.421; H 0.423; C -0.345; H 0.337; N -0.504; H 0.397; N -0.536; H 0.402; H 0.566; H 0.196; C -0.741; H 0.436; H 0.523; C 0.376; C 0.011; H 0.413; C 0.189; C -0.535; C -0.013; C -0.194; C 0.584; C -0.604; C 0.206; C -0.218; C -0.742; C -0.551; N -0.454; C 0.142; N -0.489; H 0.540; H 0.406; H 0.488; H 0.499; C -0.548; H 0.568; H 0.387; C -1.329; C 0.302; C -0.607; Cr 0.893; C -0.554; C -0.492; C -0.234; H 0.548; C -0.306; C -0.675; C -0.650; H 0.402; C -0.630; H 0.473

***

Entry 5:
This record from OMol25 describes 2 unconnected molecules or ions with the total composition C2H8OP2 at a distorted geometry. The level of theory is ωB97M-V/def2-TZVPD.

Output
- Net charge: 0
- Maximum force: 0.054 Eh/bohr
- Relative energy (zero: lowest compared OMol25 entry of this formula, charge and spin): 38.87 kcal/mol
- Orbital gap: 7.51 eV
- DFT total energy: -22825.54974 eV

XYZ file:
```
13
C2H8OP2, DFT ωB97M-V/def2-TZVPD
P 0.54 0.11 0.23
H -1.01 -2.01 1.21
H -0.07 0.40 2.23
P 2.37 -0.65 -0.27
H 0.00 1.80 -1.41
C -0.97 -0.83 -0.31
H -0.92 -0.96 -1.40
H -1.87 -0.26 -0.05
H -0.47 2.30 0.24
O -0.97 -2.11 0.25
H 1.23 2.34 -0.26
H 1.86 -1.94 -0.10
C 0.29 1.81 -0.36
```

Formally, the Mulliken partial charges of the atoms, in units of the elementary charge, are as follows: P 0.035; H 0.369; H 0.054; P -0.152; H 0.337; C -0.453; H 0.336; H 0.279; H 0.316; O -0.508; H 0.353; H 0.003; C -0.969

***

Entry 6:
This record from OMol25 describes a molecular structure, C28H26IrN2O3 at a distorted geometry. The level of theory is ωB97M-V/def2-TZVPD.

Output
- <S²>: 0.79
- Net charge: 0
- Maximum force: 0.025 Eh/bohr
- Relative energy (zero: lowest compared OMol25 entry of this formula, charge and spin): 0.00 kcal/mol
- Orbital gap (alpha / beta): 5.77 / 6.83 eV
- Spin multiplicity: 2
- DFT total energy: -41415.88853 eV

XYZ file:
```
60
C28H26IrN2O3, DFT ωB97M-V/def2-TZVPD
C -4.52 -1.33 0.40
C -2.68 -2.25 -0.82
H -7.38 -0.52 2.07
C 1.79 -4.82 0.27
C 3.64 -1.16 -1.94
C 1.78 -3.85 1.26
H 0.32 -3.05 -2.22
H 5.41 -1.83 -0.88
C -5.80 -1.46 0.99
C 1.27 -2.59 0.99
H 4.41 0.85 -1.59
H 3.43 3.61 0.46
H 2.73 3.76 2.10
C -4.49 0.98 1.14
C -0.55 3.05 -0.10
C -1.51 3.95 -0.54
Ir 0.90 0.66 0.16
C -0.03 5.81 -0.15
O 1.63 2.64 0.76
H 2.18 -5.81 0.47
C -1.26 5.31 -0.57
C 0.95 4.93 0.30
H 2.66 0.82 -1.96
H -6.30 -2.42 0.93
C 0.75 -3.27 -1.25
C 0.23 -0.91 -0.55
C -2.53 0.08 -0.12
H 2.66 -1.59 -2.12
C 3.48 0.28 -1.49
H 1.21 -1.83 1.77
C -3.90 -2.42 -0.26
N -0.77 1.66 -0.06
H 4.22 -1.24 -2.86
H -2.02 5.99 -0.92
H -4.42 -3.38 -0.31
H 2.15 -4.09 2.25
H -3.97 1.93 1.20
H -2.18 -3.06 -1.34
H 1.27 -5.29 -1.76
C 3.97 -0.90 0.45
C 0.69 3.57 0.31
H 0.17 6.87 -0.17
C 2.88 3.10 1.25
C 4.33 -1.81 -0.74
H 3.38 -1.40 1.21
C -5.73 0.83 1.69
H 3.99 -2.83 -0.57
C 0.76 -2.28 -0.27
H -6.20 1.67 2.20
C 1.27 -4.53 -0.99
H 3.42 2.21 1.56
H 4.86 -0.47 0.91
O -0.80 -0.98 -1.47
C -3.85 -0.09 0.47
C -6.40 -0.41 1.62
H -2.47 3.55 -0.86
O 3.16 0.17 -0.09
H 1.90 5.31 0.63
N -2.05 1.35 -0.06
C -2.01 -1.02 -0.76
```

Formally, the Mulliken partial charges of the atoms, in units of the elementary charge, are as follows: C 0.852; C -0.361; H 0.382; C -0.566; C -0.067; C -0.504; H 0.548; H 0.347; C -0.906; C -0.757; H 0.406; H 0.421; H 0.459; C -0.554; C -0.193; C -0.253; Ir 0.411; C -0.703; O -0.190; H 0.405; C -0.760; C -0.462; H 0.457; H 0.380; C -0.071; C -0.529; C -0.364; H -0.167; C -0.770; H 0.583; C -1.158; N 0.290; H 0.496; H 0.383; H 0.364; H 0.419; H 0.454; H 0.450; H 0.407; C -0.495; C 1.233; H 0.387; C -1.055; C -0.564; H 0.281; C -0.696; H 0.157; C 0.906; H 0.396; C -0.823; H 0.140; H 0.430; O -0.589; C 0.616; C -0.478; H 0.469; O -0.632; H 0.402; N -0.720; C 1.057